[1]
Molecular formula: C16H16CdN2O3S2
Method: DFT, wB97M-V/def2-TZVPD

* gap between HOMO and LUMO: 0.216 Ha
* LUMO: 5.2 eV
* charge: -2

XYZ file:
```
40
C16H16CdN2O3S2, DFT wB97M-V/def2-TZVPD
Cd -1.291 0.680 0.639
C -2.735 2.478 -3.477
C -2.619 1.718 -2.163
S -1.687 2.595 -0.948
C -3.202 0.515 -2.007
C -3.980 -0.141 -3.125
S -3.174 -0.496 -0.556
H -2.141 3.387 -3.415
H -3.772 2.763 -3.689
H -2.368 1.888 -4.322
H -4.120 0.519 -3.984
H -4.963 -0.448 -2.757
H -3.462 -1.045 -3.460
O -2.010 0.069 2.993
N -1.998 1.238 3.463
O -2.287 1.448 4.652
O -1.688 2.184 2.695
C 1.198 -3.506 3.378
C 0.027 -3.266 2.667
C -0.073 -2.203 1.791
C 1.001 -1.315 1.585
C 2.175 -1.564 2.332
C 2.267 -2.636 3.202
N 0.857 -0.233 0.746
C 1.910 0.246 0.016
C 2.987 -0.561 -0.425
C 4.007 -0.047 -1.204
C 4.006 1.286 -1.599
C 2.944 2.090 -1.197
C 1.924 1.592 -0.410
H 1.272 -4.341 4.065
H -0.826 -3.922 2.804
H -0.997 -2.032 1.250
H 3.009 -0.882 2.234
H 3.185 -2.788 3.761
H 3.000 -1.609 -0.157
H 4.812 -0.703 -1.523
H 4.806 1.684 -2.213
H 2.911 3.128 -1.512
H 1.096 2.230 -0.129
```

---

[2]
Molecular formula: C43H57AsBaN8O4S3Sb2
Method: DFT, wB97M-V/def2-TZVPD

* relative energy (zero: lowest compared OMol25 entry of this formula, charge and spin): 0.0 kJ/mol
* gap between HOMO and LUMO (alpha / beta): 0.226 / 0.241 Ha
* LUMO (alpha / beta): 2.1 / 1.5 eV
* spin multiplicity: 2
* charge: -1

XYZ file:
```
119
C43H57AsBaN8O4S3Sb2, DFT wB97M-V/def2-TZVPD
Ba -0.970 0.204 -0.436
S -4.302 3.166 2.150
Sb -2.391 3.380 0.905
S -0.579 2.249 1.876
S -2.531 2.755 -1.342
C -2.890 -0.329 2.982
N -2.956 -1.325 1.915
C -1.881 -2.305 1.945
C -3.654 -1.142 0.751
N -3.100 -1.592 -0.352
C -3.877 -1.923 -1.471
C -5.113 -2.562 -1.379
C -5.812 -2.934 -2.522
C -5.282 -2.669 -3.772
C -4.044 -2.046 -3.881
C -3.317 -1.685 -2.748
N -2.069 -1.034 -2.826
C -1.172 -1.501 -3.643
N -0.181 -0.692 -4.121
C 1.172 -1.223 -4.298
C -0.281 0.745 -3.938
N -1.080 -2.821 -4.016
C -0.912 -3.211 -5.397
C -1.498 -3.881 -3.121
N -4.826 -0.457 0.837
C -5.358 0.336 -0.261
C -5.699 -0.513 1.995
H -1.863 0.024 3.102
H -3.221 -0.768 3.928
H -3.501 0.541 2.753
H -1.839 -2.744 2.944
H -0.896 -1.860 1.748
H -2.064 -3.082 1.210
H -5.527 -2.762 -0.396
H -6.773 -3.427 -2.431
H -5.829 -2.942 -4.667
H -3.628 -1.822 -4.857
H 1.330 -1.633 -5.298
H 1.374 -1.999 -3.560
H 1.884 -0.411 -4.156
H -1.321 1.045 -3.848
H 0.173 1.256 -4.789
H 0.262 1.078 -3.045
H -0.727 -2.339 -6.020
H -1.823 -3.700 -5.763
H -0.079 -3.911 -5.510
H -1.490 -3.514 -2.097
H -0.773 -4.694 -3.192
H -2.498 -4.259 -3.362
H -4.595 0.523 -1.008
H -5.664 1.304 0.140
H -6.208 -0.165 -0.736
H -5.330 -1.230 2.723
H -6.692 -0.835 1.664
H -5.786 0.471 2.462
C 2.389 -2.085 3.949
C 2.234 -2.697 2.600
N 1.638 -2.131 1.576
C 1.756 -3.011 0.532
C 2.418 -4.145 0.944
N 2.723 -3.913 2.259
C 2.823 -5.434 0.341
O 2.438 -5.666 -0.890
O 3.464 -6.229 1.002
C 1.188 -2.677 -0.816
O 1.267 -3.535 -1.725
O 0.678 -1.537 -0.905
H 1.562 -1.403 4.135
H 3.316 -1.508 3.999
H 2.412 -2.843 4.733
H 3.226 -4.577 2.827
H 1.862 -4.898 -1.243
C 0.305 1.659 7.474
Sb 0.064 1.576 5.324
C -1.987 2.206 5.391
C 0.913 3.520 5.004
H -0.123 2.584 7.868
H 1.366 1.618 7.733
H -0.198 0.808 7.938
H -2.049 3.207 5.822
H -2.556 1.515 6.017
H -2.413 2.233 4.386
H 0.493 4.228 5.721
H 0.677 3.835 3.987
H 1.997 3.483 5.121
C 1.224 6.454 -1.577
C 1.769 6.099 -0.352
C 2.100 4.776 -0.091
C 1.893 3.794 -1.055
C 1.328 4.158 -2.277
C 1.004 5.479 -2.541
As 2.104 1.901 -0.655
C 3.268 1.977 0.907
C 4.519 2.587 0.848
C 5.334 2.635 1.968
C 4.901 2.070 3.163
C 3.662 1.451 3.225
C 2.848 1.397 2.100
C 3.422 1.327 -1.976
C 4.007 2.146 -2.936
C 4.890 1.611 -3.869
C 5.197 0.257 -3.844
C 4.617 -0.566 -2.887
C 3.727 -0.035 -1.964
H 0.950 7.484 -1.774
H 1.921 6.849 0.414
H 2.499 4.505 0.878
H 1.117 3.401 -3.025
H 0.553 5.742 -3.490
H 4.854 3.031 -0.084
H 6.303 3.115 1.913
H 5.533 2.113 4.042
H 3.311 1.019 4.155
H 1.882 0.910 2.161
H 3.773 3.203 -2.962
H 5.339 2.256 -4.614
H 5.884 -0.157 -4.572
H 4.840 -1.627 -2.869
H 3.252 -0.684 -1.237
```

---

[3]
Molecular formula: C4H5N3O
Method: DFT, wB97M-V/def2-TZVPD

* relative energy (zero: lowest compared OMol25 entry of this formula, charge and spin): 467.8 kJ/mol
* gap between HOMO and LUMO: 0.350 Ha
* LUMO: -0.6 eV

XYZ file:
```
13
C4H5N3O, DFT wB97M-V/def2-TZVPD
C 0.118 1.845 0.019
C -0.913 -0.317 0.028
C 0.462 -1.832 -0.093
C 1.321 -0.462 -0.014
H 1.260 2.138 -0.441
H -0.084 2.127 1.126
H -0.448 2.111 -0.856
H -2.424 -1.190 0.126
H 0.932 -2.787 -0.138
N 0.286 0.351 0.213
N -2.136 0.107 -0.118
N -0.837 -1.740 0.149
O 2.462 -0.351 0.001
```

---

[4]
Molecular formula: C28H47BO20PS
Method: DFT, wB97M-V/def2-TZVPD

* gap between HOMO and LUMO: 0.155 Ha
* LUMO: 1.8 eV
* charge: -1

XYZ file:
```
98
C28H47BO20PS, DFT wB97M-V/def2-TZVPD
C -4.318 -0.156 4.837
C -4.178 -0.245 3.294
B -4.001 -1.778 2.890
O -4.825 -2.270 1.838
C -2.985 -2.655 3.654
S -3.807 -4.247 3.916
P -1.545 -2.811 2.578
C -0.271 -1.810 3.497
O -0.920 -4.345 2.745
H -3.344 0.012 5.269
H -4.733 -1.073 5.239
H -5.000 0.655 5.090
H -3.285 0.297 2.986
H -5.047 0.203 2.816
H -5.615 -2.694 2.210
H -3.350 -4.587 5.138
H 0.676 -1.817 2.971
H -0.179 -2.211 4.505
H -0.670 -0.806 3.604
H -1.434 -4.856 3.397
C 4.740 -1.942 7.398
C 3.489 -1.800 6.567
C 2.934 -0.395 6.485
O 1.533 -0.621 6.313
C 1.243 -1.830 6.865
O 0.153 -2.242 7.068
O 2.390 -2.501 7.167
H 4.532 -1.709 8.443
H 5.113 -2.965 7.360
H 5.522 -1.276 7.032
H 3.645 -2.214 5.567
H 3.327 0.171 5.644
H 3.090 0.171 7.408
C -1.570 -2.185 -1.079
C -1.234 -1.337 -2.279
C 0.086 -1.663 -2.934
O 0.475 -0.390 -3.492
C -0.115 0.577 -2.749
O 0.149 1.739 -2.836
O -1.024 0.053 -1.915
H -0.871 -2.019 -0.262
H -2.558 -1.937 -0.694
H -1.562 -3.243 -1.341
H -2.047 -1.364 -3.011
H -0.001 -2.405 -3.724
H 0.847 -1.978 -2.218
C -6.928 -0.836 -0.073
C -8.293 -0.802 -0.714
C -9.346 -1.619 -0.001
O -10.224 -1.995 -1.073
C -9.498 -1.996 -2.218
O -9.879 -2.434 -3.256
O -8.289 -1.429 -2.014
H -6.503 -1.837 -0.109
H -6.240 -0.178 -0.603
H -6.975 -0.513 0.966
H -8.628 0.230 -0.849
H -9.892 -1.054 0.750
H -8.937 -2.524 0.453
C 2.955 2.031 -4.026
C 3.889 2.102 -2.849
C 4.674 3.390 -2.734
O 5.883 2.960 -2.085
C 6.061 1.646 -2.380
O 7.060 1.042 -2.155
O 4.959 1.136 -2.964
H 3.520 2.049 -4.962
H 2.386 1.108 -4.008
H 2.254 2.862 -4.011
H 3.349 1.891 -1.923
H 4.171 4.144 -2.134
H 4.933 3.814 -3.707
C 7.499 4.657 0.427
C 7.151 6.123 0.378
C 7.994 7.010 1.266
O 7.093 8.079 1.581
C 5.828 7.595 1.485
O 4.857 8.167 1.856
O 5.834 6.369 0.906
H 7.303 4.247 1.418
H 6.895 4.094 -0.282
H 8.550 4.502 0.181
H 7.166 6.482 -0.655
H 8.879 7.400 0.769
H 8.289 6.514 2.194
C -0.577 -0.100 -7.131
C -0.527 -1.601 -7.279
C -1.340 -2.160 -8.426
O -1.703 -3.459 -7.941
C -1.706 -3.409 -6.584
O -2.134 -4.257 -5.875
O -1.147 -2.248 -6.155
H -1.588 0.225 -6.884
H 0.076 0.227 -6.322
H -0.260 0.387 -8.053
H 0.510 -1.943 -7.331
H -0.774 -2.248 -9.350
H -2.252 -1.587 -8.611
```

---

[5]
Molecular formula: C36H24BF4O24
Method: DFT, wB97M-V/def2-TZVPD

* relative energy (zero: lowest compared OMol25 entry of this formula, charge and spin): 217.4 kJ/mol
* gap between HOMO and LUMO: 0.220 Ha
* LUMO: -0.6 eV
* charge: -1

XYZ file:
```
89
C36H24BF4O24, DFT wB97M-V/def2-TZVPD
B -1.084 -0.373 -0.810
F -2.089 -1.501 -0.743
F -0.416 -0.571 -2.045
F -1.805 0.774 -0.691
F -0.220 -0.583 0.254
C 1.159 3.952 1.695
C 0.541 2.638 1.904
C 1.166 1.606 2.662
O 0.670 0.583 2.911
C 2.283 2.078 3.470
C 3.166 3.351 3.183
C 2.495 4.312 2.239
O 2.975 5.465 2.007
O 4.281 3.785 3.756
O -0.648 2.394 1.261
H 0.802 4.619 1.030
H 2.604 1.419 4.316
H 4.664 2.987 4.243
H -0.699 1.450 1.124
C 3.303 -3.282 -5.742
C 4.244 -2.157 -5.375
C 3.835 -1.198 -4.308
O 4.702 -0.338 -3.942
C 2.463 -1.191 -3.892
C 1.496 -2.364 -4.347
C 1.924 -3.440 -5.285
O 1.248 -4.385 -5.670
O 0.179 -2.343 -3.923
O 5.565 -2.137 -5.852
H 3.638 -3.927 -6.551
H 2.036 -0.481 -3.053
H -0.091 -1.591 -3.328
H 5.918 -1.307 -5.837
C -1.655 -4.466 3.273
C -1.591 -3.095 2.657
C -2.589 -2.011 2.941
O -2.545 -1.028 2.300
C -3.443 -2.314 4.005
C -3.481 -3.772 4.696
C -2.504 -4.738 4.391
O -2.360 -5.829 4.951
O -4.279 -4.015 5.731
O -0.762 -2.916 1.507
H -0.973 -5.249 3.054
H -4.176 -1.721 4.227
H -5.063 -3.257 5.515
H -0.957 -2.023 1.162
C 1.126 4.864 -2.078
C -0.192 4.257 -1.760
C -1.431 5.046 -1.685
O -2.423 4.504 -1.362
C -1.296 6.494 -1.696
C 0.011 7.127 -2.123
C 1.264 6.265 -2.255
O 2.319 6.838 -2.484
O 0.115 8.451 -2.562
O -0.213 2.872 -1.630
H 1.933 4.244 -2.184
H -2.332 6.856 -1.670
H -0.694 8.760 -2.641
H -1.044 2.596 -1.214
C 5.387 0.975 0.663
C 4.881 1.855 -0.506
C 3.589 1.704 -1.076
O 3.317 2.332 -2.129
C 2.713 0.725 -0.625
C 3.161 -0.116 0.657
C 4.443 0.011 1.242
O 4.819 -0.785 2.162
O 2.346 -1.211 1.101
O 5.715 2.865 -1.001
H 6.213 1.200 1.147
H 1.711 0.515 -1.094
H 1.411 -0.922 0.904
H 5.249 3.078 -1.771
C -6.464 -2.640 0.383
C -5.064 -2.927 -0.241
C -4.258 -4.161 0.118
O -3.260 -4.425 -0.606
C -4.683 -5.052 1.120
C -6.018 -4.588 1.965
C -6.869 -3.469 1.573
O -7.808 -3.186 2.056
O -6.465 -5.149 3.118
O -4.506 -2.102 -1.181
H -7.009 -1.821 0.315
H -4.148 -5.822 1.561
H -5.997 -5.896 3.346
H -3.478 -1.974 -0.927
```

---

So what do the calculations give for calculated total energy? Going down the list: -52208.6402 -172748.5373 -10742.7666 -91552.0922 -98395.1320 eV.